Below is a molecular structure, C23H36BIO15, with properties calculated with ωB97M-V with the def2-TZVPD basis set.

XYZ file:
```
76
Properties=species:S:1:pos:R:3:mulliken_charge:R:1
C 3.255 3.934 -0.236 -0.79
C 2.587 4.813 -1.277 -0.50
O 1.811 5.846 -0.647 -0.45
B 0.480 5.658 -0.441 0.96
O -0.131 6.205 0.642 -0.55
O -0.341 5.017 -1.404 -0.65
C -0.673 3.738 -1.259 0.87
O -1.302 3.119 -2.063 -0.53
O -0.159 3.249 -0.114 -0.59
I -0.240 1.261 0.074 0.39
H 3.680 4.568 0.542 0.30
H 4.068 3.378 -0.703 0.38
H 2.562 3.219 0.206 0.16
H 1.967 4.225 -1.958 0.29
H 3.345 5.306 -1.887 0.37
H 0.543 6.618 1.210 0.33
O -1.820 -3.560 1.721 -0.62
C -2.429 -2.894 0.933 0.49
O -2.261 -1.549 0.842 -0.35
C -3.193 -1.004 -0.120 -0.33
C -3.570 -2.172 -1.023 -0.62
C -3.466 -3.355 -0.066 0.89
H -4.051 -0.603 0.423 0.19
H -2.703 -0.197 -0.657 0.33
H -4.545 -2.054 -1.489 0.39
H -2.828 -2.279 -1.817 0.19
H -4.398 -3.536 0.473 0.31
H -3.151 -4.270 -0.555 -0.89
O -3.528 -5.778 -2.270 -0.59
C -2.498 -6.323 -2.565 0.54
O -2.402 -7.656 -2.694 -0.34
C -1.032 -8.044 -2.921 -0.27
C -0.360 -6.798 -3.491 -0.63
C -1.144 -5.682 -2.802 -0.40
H -0.611 -8.349 -1.961 0.18
H -1.030 -8.891 -3.601 0.32
H 0.711 -6.774 -3.301 0.34
H -0.517 -6.750 -4.569 0.29
H -0.718 -5.429 -1.828 0.25
H -1.250 -4.777 -3.394 0.38
O -1.195 -8.500 0.473 -0.58
C -2.090 -8.070 1.144 0.48
O -2.198 -8.336 2.466 -0.41
C -3.406 -7.759 2.995 -0.53
C -3.772 -6.638 2.027 -0.37
C -3.241 -7.190 0.707 0.65
H -4.169 -8.540 3.034 0.24
H -3.200 -7.414 4.005 0.37
H -4.836 -6.410 2.021 0.41
H -3.226 -5.730 2.290 0.08
H -3.971 -7.813 0.187 0.34
H -2.888 -6.421 0.029 -0.77
O 3.734 0.307 0.014 -0.56
C 4.505 0.460 0.915 0.53
O 5.158 1.630 1.122 -0.32
C 6.080 1.503 2.218 -0.45
C 5.562 0.331 3.044 -0.47
C 4.921 -0.546 1.971 -0.45
H 7.074 1.312 1.807 0.26
H 6.096 2.446 2.758 0.32
H 6.345 -0.161 3.617 0.33
H 4.799 0.680 3.741 0.27
H 5.637 -1.234 1.517 0.26
H 4.058 -1.109 2.315 0.29
O 1.529 8.585 1.781 -0.61
C 1.056 9.379 1.017 0.60
O 1.116 10.713 1.221 -0.39
C 0.356 11.404 0.210 -0.41
C 0.282 10.438 -0.968 -0.63
C 0.298 9.087 -0.257 0.08
H -0.629 11.631 0.623 0.24
H 0.868 12.336 -0.018 0.34
H -0.587 10.601 -1.601 0.35
H 1.176 10.543 -1.585 0.28
H -0.701 8.753 0.023 0.31
H 0.798 8.303 -0.817 -0.11
```

Energy = -2349.3603 hartree
Highest occupied orbital energy = -9.81 eV
Gap between HOMO and LUMO = 0.32907 Eh
E_LUMO = -0.851 eV

---

Below is a molecular structure, C23H36F6MnO13 at a distorted geometry, with properties calculated with ωB97M-V with the def2-TZVPD basis set.

XYZ file:
```
79
Properties=species:S:1:pos:R:3:mulliken_spin:R:1
Mn -0.512 -1.197 -0.034 5.69
C 2.195 -3.350 -0.017 -0.03
O 3.059 -2.178 0.036 -0.11
O 0.860 -2.837 0.093 0.02
C 2.528 -4.380 -1.176 -0.01
F 3.759 -4.937 -1.033 0.00
F 1.702 -5.430 -1.164 0.00
F 2.404 -3.939 -2.409 -0.01
C 4.235 -2.253 0.853 0.02
C 4.934 -0.916 0.772 0.06
H 5.805 -0.829 1.421 0.01
H 5.239 -0.624 -0.232 0.01
H 4.109 -0.255 1.039 0.03
H 4.953 -3.034 0.605 0.00
H 3.930 -2.416 1.887 0.00
H 2.431 -3.804 0.946 0.00
C -2.745 -0.887 2.493 -0.02
O -2.326 0.495 2.495 -0.20
O -1.928 -1.518 1.556 0.04
C -2.743 -1.623 3.891 0.01
F -3.681 -1.041 4.628 0.00
F -3.182 -2.944 3.825 0.00
F -1.662 -1.706 4.545 0.00
C -3.306 1.499 2.627 0.24
C -2.523 2.712 3.097 0.07
H -2.082 2.522 4.075 0.07
H -1.774 3.105 2.410 0.00
H -3.199 3.541 3.307 -0.08
H -3.950 1.376 3.498 0.03
H -3.859 1.751 1.722 -0.02
H -3.740 -0.915 2.048 0.01
C -0.897 -2.882 -3.942 0.02
O -2.231 -2.480 -3.664 -0.01
C -2.588 -2.332 -2.391 -0.09
O -1.813 -2.276 -1.411 0.05
O -3.897 -2.173 -2.394 -0.02
C -4.580 -1.958 -1.196 0.03
H -0.085 -2.407 -3.391 -0.01
H -0.640 -2.849 -5.001 0.00
H -0.880 -3.949 -3.720 0.00
H -5.554 -2.421 -1.353 0.00
H -4.760 -0.894 -1.045 -0.02
H -4.177 -2.420 -0.295 0.00
O 0.567 -0.560 -1.909 0.55
C 1.613 -0.069 -2.428 -0.93
O 1.743 -0.020 -3.735 -0.24
C 2.954 0.723 -4.120 0.65
C 3.751 0.926 -2.841 0.53
C 2.789 0.564 -1.768 0.10
H 2.545 1.640 -4.545 -0.24
H 3.501 0.242 -4.930 -0.02
H 3.953 1.994 -2.760 -0.26
H 4.676 0.366 -2.702 -0.01
H 2.490 1.453 -1.212 0.08
H 3.317 -0.174 -1.164 -0.12
O 0.743 0.114 1.082 0.72
C 1.025 1.036 1.873 -1.52
O 1.108 2.311 1.511 -0.13
C 1.199 3.184 2.552 0.69
C 1.772 2.359 3.730 0.02
C 1.320 0.938 3.413 0.21
H 0.162 3.485 2.708 -0.01
H 1.772 4.073 2.288 0.01
H 1.418 2.776 4.673 -0.05
H 2.839 2.401 3.510 -0.07
H 0.412 0.644 3.939 0.03
H 2.074 0.156 3.507 -0.05
O -1.484 0.587 -0.593 0.39
C -1.970 1.602 -1.112 -1.11
O -2.647 1.612 -2.182 -0.40
C -2.911 2.945 -2.575 1.06
C -1.951 3.800 -1.835 0.78
C -1.827 3.022 -0.544 -0.05
H -3.931 3.042 -2.206 -0.03
H -2.920 3.115 -3.652 -0.27
H -2.344 4.805 -1.682 -0.46
H -1.015 3.873 -2.389 -0.59
H -2.697 3.066 0.113 0.56
H -0.874 3.026 -0.015 0.40
```

⟨S²⟩ = 12.003
Energy = -3626.3044 hartree
Charge = -1
Highest occupied orbital energy (alpha / beta) = 0.32 / -5.47 eV
Gap between HOMO and LUMO (alpha / beta) = 0.08102 / 0.29398 Eh
E_LUMO (alpha / beta) = 2.524 / 2.527 eV
Multiplicity = 7

---

Below is a molecular structure, C23H36N2O6 at a distorted geometry, with properties calculated with ωB97M-V with the def2-TZVPD basis set.

XYZ file:
```
67
Properties=species:S:1:pos:R:3:mulliken_charge:R:1
C -0.830 -3.533 1.089 -0.86
C -2.145 -3.584 0.444 -0.52
C -2.355 -2.533 -0.759 -1.55
C -2.331 -1.170 -0.413 -0.47
C -3.504 -0.819 0.345 -0.83
C -3.461 0.749 0.925 -0.51
H -4.179 0.920 1.867 0.41
C -3.768 1.805 -0.400 -1.39
C -3.560 3.285 -0.025 -1.08
C -2.147 3.773 -0.474 -0.73
C -1.017 3.278 0.083 0.50
C 0.226 3.840 -0.507 -1.81
C 1.654 2.926 -0.074 0.74
O 2.724 3.747 -0.136 -0.83
N 1.527 1.895 0.514 0.22
H 0.563 1.437 0.891 -0.02
C 2.663 0.953 1.211 0.07
C 1.954 -0.191 1.836 0.26
O 0.912 -0.253 1.608 -0.39
O 2.850 -0.855 2.474 -0.23
C 2.390 -2.139 2.859 -0.11
C 2.643 -3.224 2.209 -0.82
H 2.530 -4.125 2.641 0.53
H 3.753 -3.264 1.964 0.34
H 2.163 -3.130 0.902 -0.11
H 3.062 -2.181 3.886 0.17
H 1.372 -2.255 3.135 0.33
H 3.202 1.815 1.919 0.30
C 3.615 0.706 0.184 -1.60
O 4.649 1.723 -0.038 -0.77
H 4.136 2.722 -0.240 0.47
C 2.915 0.301 -1.306 0.37
C 2.391 -0.889 -1.202 0.84
C 1.570 -1.421 -2.339 -0.21
C 1.369 -0.493 -3.383 -0.71
C 2.059 1.013 -3.317 -1.11
C 2.810 1.192 -2.432 -0.35
H 3.262 2.172 -1.979 0.35
H 1.882 1.534 -4.167 0.67
H 0.679 -0.611 -4.127 0.57
N 1.062 -2.672 -2.174 1.01
O 0.044 -2.764 -2.975 -0.67
O 1.200 -3.419 -1.429 -0.59
H 2.443 -1.776 -0.391 -0.30
H 4.161 -0.053 0.380 1.56
H 0.519 4.720 -0.086 0.58
H 0.441 3.658 -1.456 0.60
H -0.861 2.926 1.195 0.39
H -0.969 2.142 -0.402 -0.29
H -2.322 3.832 -1.507 0.46
H -2.090 4.922 -0.235 0.32
H -3.512 3.428 1.103 0.30
H -4.126 3.928 -0.446 0.63
H -3.099 1.440 -1.065 0.63
H -4.682 1.570 -0.415 0.71
H -2.351 1.117 1.443 -0.04
H -3.562 -1.287 1.350 0.21
H -4.562 -0.803 0.043 0.32
H -1.406 -0.856 0.138 -0.06
H -2.233 -0.585 -1.031 2.04
H -3.446 -2.870 -1.233 0.14
H -1.744 -2.880 -1.423 0.54
H -2.464 -4.584 0.041 0.39
H -3.160 -3.375 1.348 0.20
H -0.749 -4.368 1.846 0.31
H -0.123 -3.855 0.260 0.13
H -0.636 -2.648 1.453 0.35
```

Energy = -1458.0683 hartree
Highest occupied orbital energy = -9.26 eV
Gap between HOMO and LUMO = 0.31261 Eh
E_LUMO = -0.755 eV